{
  "formula": "C18H43N5O9PS2",
  "method": "ωB97M-V/def2-TZVPD",
  "max_force_ha_per_bohr": 0.03394,
  "e_tot_ha": -2800.34405,
  "total_charge": -1,
  "species": ["C", "C", "O", "C", "C", "S", "O", "O", "N", "S", "O", "O", "P", "C", "C", "H", "H", "H", "H", "H", "H", "H", "H", "H", "H", "H", "H", "H", "H", "H", "C", "O", "N", "C", "C", "H", "H", "H", "H", "H", "H", "H", "C", "O", "N", "C", "C", "H", "H", "H", "H", "H", "H", "H", "C", "O", "N", "C", "C", "H", "H", "H", "H", "H", "H", "H", "C", "O", "N", "C", "C", "H", "H", "H", "H", "H", "H", "H"],
  "positions_angstrom": [[2.344, -2.377, -1.341], [1.357, -2.865, -2.382], [0.049, -2.858, -1.860], [-0.655, -1.681, -2.267], [-1.930, -1.610, -1.480], [-3.221, -0.625, -2.221], [-3.447, -1.087, -3.554], [-4.362, -0.892, -1.377], [-2.947, 0.960, -2.071], [-1.699, 1.617, -2.882], [-2.137, 2.897, -3.350], [-1.111, 0.818, -3.934], [-0.237, 2.154, -1.376], [-0.650, 1.227, 0.150], [1.446, 1.702, -1.943], [1.946, -1.455, -0.942], [3.320, -2.220, -1.790], [2.414, -3.085, -0.524], [1.611, -3.890, -2.648], [1.480, -2.268, -3.283], [-0.025, -0.817, -2.083], [-0.865, -1.695, -3.328], [-2.333, -2.615, -1.449], [-1.795, -1.321, -0.451], [-0.462, 0.166, 0.094], [-1.704, 1.373, 0.340], [-0.075, 1.617, 0.980], [1.790, 2.427, -2.666], [2.088, 1.747, -1.072], [1.552, 0.713, -2.374], [5.888, 0.190, -0.224], [5.416, 0.694, -1.220], [6.680, -0.902, -0.213], [7.211, -1.454, 1.015], [7.001, -1.537, -1.479], [5.700, 0.598, 0.787], [8.303, -1.446, 0.990], [6.868, -2.484, 1.143], [6.876, -0.863, 1.866], [7.512, -0.829, -2.132], [6.087, -1.859, -1.977], [7.642, -2.398, -1.304], [-7.074, 0.463, -0.209], [-7.302, 0.954, 0.887], [-7.953, 0.458, -1.231], [-7.613, -0.139, -2.509], [-9.255, 1.064, -1.044], [-6.130, -0.027, -0.479], [-7.665, 0.613, -3.299], [-8.311, -0.948, -2.741], [-6.601, -0.541, -2.473], [-9.145, 2.118, -0.784], [-9.786, 0.569, -0.228], [-9.835, 0.976, -1.960], [2.628, -0.795, 1.755], [1.752, -0.243, 1.121], [2.468, -1.367, 2.957], [3.562, -1.987, 3.668], [1.136, -1.347, 3.554], [3.666, -0.862, 1.377], [3.343, -3.043, 3.845], [3.713, -1.491, 4.629], [4.479, -1.912, 3.085], [0.438, -1.880, 2.905], [0.793, -0.313, 3.644], [1.163, -1.825, 4.530], [0.566, 2.253, 3.534], [0.307, 1.416, 4.388], [-0.333, 3.061, 2.962], [0.037, 4.027, 1.943], [-1.724, 2.960, 3.372], [1.588, 2.400, 3.148], [-0.213, 5.036, 2.279], [-0.501, 3.817, 1.017], [1.105, 3.974, 1.748], [-1.812, 3.162, 4.441], [-2.095, 1.953, 3.184], [-2.322, 3.676, 2.815]],
  "forces_ev_per_angstrom": [[-0.39, 0.07, -0.19], [0.63, -0.55, 0.36], [-0.22, 0.12, -0.40], [0.36, 0.02, 0.31], [0.15, -0.30, -0.33], [-1.29, 0.77, 0.76], [0.79, -0.23, -1.22], [-0.32, 0.00, 0.96], [1.33, -0.84, -0.52], [-0.98, -0.45, -0.32], [-0.24, 1.12, 0.13], [0.47, -0.83, 0.27], [-0.04, 1.62, 0.65], [0.18, -0.64, -0.58], [-0.36, -0.74, -0.02], [0.26, 0.40, 0.18], [0.25, 0.12, 0.04], [0.08, -0.21, 0.22], [-0.15, -0.22, -0.15], [-0.40, 0.20, -0.24], [0.13, 0.31, 0.06], [-0.07, -0.14, -0.36], [-0.38, -0.20, -0.16], [0.04, 0.37, 0.27], [0.12, -0.26, 0.07], [-0.36, 0.18, -0.02], [0.17, 0.05, -0.03], [-0.04, 0.24, -0.17], [0.15, 0.05, 0.27], [-0.03, -0.24, -0.10], [-0.17, 0.21, 0.10], [0.08, -0.05, -0.08], [0.11, -0.14, 0.13], [-0.02, -0.06, -0.28], [-0.13, 0.15, 0.01], [0.03, -0.03, 0.00], [0.01, -0.04, 0.10], [0.05, -0.01, 0.09], [-0.02, 0.04, -0.01], [0.00, -0.04, -0.05], [0.03, -0.02, -0.06], [0.01, -0.01, 0.06], [0.26, -0.07, 0.09], [-0.17, 0.01, -0.05], [-0.14, -0.05, -0.18], [-0.13, 0.08, 0.07], [0.18, -0.01, 0.12], [0.09, 0.07, 0.15], [0.03, -0.06, -0.06], [0.04, -0.01, -0.07], [0.01, 0.04, 0.04], [-0.08, 0.01, 0.02], [-0.06, 0.06, 0.00], [0.03, -0.02, -0.04], [0.29, 0.11, -0.14], [-0.02, 0.08, 0.10], [0.05, -0.13, 0.15], [-0.26, 0.03, 0.01], [-0.11, 0.12, -0.38], [-0.01, -0.06, 0.01], [0.09, -0.02, 0.05], [0.07, -0.06, 0.02], [-0.01, 0.01, -0.04], [0.00, -0.07, 0.05], [0.06, -0.45, 0.16], [0.07, 0.03, 0.03], [0.03, 0.00, -0.03], [-0.06, 0.37, 0.14], [0.07, 0.22, 0.09], [-0.29, 0.02, 0.08], [0.11, -0.12, 0.05], [-0.01, 0.00, -0.01], [0.04, 0.04, -0.03], [0.09, 0.09, -0.05], [0.03, -0.06, -0.01], [-0.05, -0.01, 0.00], [-0.06, 0.01, 0.00], [0.03, 0.01, -0.06]]
}



{
  "formula": "C18H44BN2O10P2",
  "method": "ωB97M-V/def2-TZVPD",
  "max_force_ha_per_bohr": 0.18252,
  "e_tot_ha": -2281.72434,
  "total_charge": -1,
  "species": ["C", "C", "B", "C", "C", "O", "C", "N", "N", "C", "O", "H", "H", "H", "H", "H", "H", "H", "H", "H", "H", "H", "H", "H", "H", "O", "P", "O", "C", "C", "O", "C", "C", "O", "C", "C", "H", "H", "H", "H", "H", "H", "H", "H", "H", "H", "H", "H", "H", "H", "H", "O", "P", "O", "C", "C", "O", "C", "C", "O", "C", "C", "H", "H", "H", "H", "H", "H", "H", "H", "H", "H", "H", "H", "H", "H", "H"],
  "positions_angstrom": [[-2.051, -1.824, -1.483], [-2.715, -2.900, -2.455], [-2.749, -4.404, -1.790], [-4.025, -4.684, -0.794], [-5.446, -4.428, -1.421], [-5.480, -4.499, -2.850], [-6.105, -3.068, -0.873], [-6.419, -2.166, -2.022], [-1.443, -4.745, -0.950], [-0.462, -4.751, -1.643], [0.587, -4.429, -2.083], [-2.128, -0.785, -1.887], [-2.535, -1.888, -0.472], [-0.967, -2.072, -1.333], [-3.748, -2.507, -2.671], [-2.171, -2.868, -3.440], [-2.779, -5.184, -2.721], [-3.984, -5.768, -0.498], [-3.928, -4.021, 0.108], [-6.123, -5.248, -1.034], [-6.424, -4.589, -3.060], [-5.434, -2.528, -0.162], [-7.073, -3.258, -0.336], [-7.236, -1.612, -1.750], [-5.645, -1.511, -2.138], [1.329, 0.571, -2.450], [2.567, 1.188, -3.059], [2.710, 0.180, -4.358], [1.853, 0.395, -5.472], [2.205, 1.663, -6.229], [3.638, 0.439, -2.047], [3.194, -0.098, -0.798], [2.728, -1.537, -0.937], [3.915, 2.044, -3.646], [3.892, 3.458, -3.423], [3.735, 3.819, -1.956], [0.810, 0.417, -5.140], [1.970, -0.467, -6.132], [1.963, 2.550, -5.635], [1.644, 1.728, -7.164], [3.273, 1.703, -6.452], [2.414, 0.533, -0.367], [4.039, -0.058, -0.105], [2.103, -1.693, -1.817], [2.164, -1.846, -0.055], [3.585, -2.205, -1.049], [3.079, 3.901, -4.008], [4.831, 3.862, -3.805], [2.780, 3.462, -1.556], [3.770, 4.902, -1.821], [4.527, 3.360, -1.360], [-0.714, 1.434, 5.280], [0.555, 1.979, 4.671], [0.684, 0.984, 3.370], [-0.176, 1.217, 2.257], [0.188, 2.488, 1.512], [1.625, 1.236, 5.689], [1.180, 0.707, 6.936], [0.718, -0.734, 6.801], [1.874, 2.879, 4.100], [1.816, 4.289, 4.350], [1.655, 4.618, 5.823], [-1.218, 1.248, 2.591], [-0.071, 0.361, 1.589], [-0.043, 3.372, 2.117], [-0.373, 2.570, 0.580], [1.256, 2.518, 1.287], [0.398, 1.339, 7.361], [2.022, 0.751, 7.631], [0.096, -0.892, 5.919], [0.152, -1.042, 7.683], [1.578, -1.399, 6.695], [0.991, 4.722, 3.775], [2.744, 4.723, 3.973], [0.710, 4.230, 6.219], [1.663, 5.699, 5.978], [2.459, 4.168, 6.409]],
  "forces_ev_per_angstrom": [[0.03, -0.66, -0.30], [0.30, 1.54, 0.53], [-1.19, -0.15, -0.59], [-0.66, 0.08, -0.46], [-0.33, -0.31, 1.68], [-0.31, -0.27, 0.59], [0.11, 0.19, -0.67], [-0.51, 0.36, 0.86], [-0.11, -0.80, -0.73], [0.54, 1.98, 1.99], [0.69, -0.94, -1.12], [0.08, -0.61, 0.40], [0.33, 0.22, -0.76], [-0.84, 0.33, -0.10], [0.77, -0.62, 0.03], [-0.37, -0.05, 0.82], [-0.17, -0.30, -0.13], [0.08, 0.98, 0.05], [-0.15, -0.76, -0.45], [0.49, 0.65, -0.34], [0.56, 0.29, -0.12], [-0.31, -0.70, -0.35], [0.85, -0.08, -0.43], [0.44, -0.02, -0.21], [-0.27, -0.29, -0.18], [-1.40, 4.16, -0.54], [4.30, -8.34, 0.18], [-0.33, 0.84, -0.19], [-0.09, -0.11, -0.23], [0.02, 0.17, 0.04], [0.06, 1.24, 0.30], [-0.22, -0.41, 0.18], [0.14, -0.15, -0.09], [-2.72, 2.37, 0.46], [0.19, 0.30, 0.08], [0.12, -0.13, 0.12], [0.01, -0.05, -0.01], [0.05, -0.03, 0.17], [-0.03, 0.04, -0.05], [-0.03, -0.03, 0.05], [-0.05, -0.07, -0.01], [-0.05, -0.07, -0.12], [0.14, 0.11, -0.21], [-0.12, 0.15, 0.12], [0.01, -0.01, -0.04], [-0.01, 0.03, 0.05], [0.08, 0.10, -0.05], [-0.01, -0.16, -0.06], [-0.04, 0.04, -0.01], [-0.03, -0.03, -0.02], [-0.05, 0.04, -0.07], [-0.82, 3.96, -0.50], [3.97, -7.75, -0.18], [-0.24, 0.88, 0.19], [-0.11, -0.12, -0.43], [0.01, 0.20, 0.06], [-0.08, 1.07, 0.19], [-0.23, -0.31, 0.12], [0.13, -0.22, -0.05], [-2.86, 1.98, 0.63], [0.18, 0.38, 0.08], [0.12, -0.15, 0.13], [0.03, -0.04, 0.01], [0.06, -0.02, 0.17], [-0.02, 0.04, -0.05], [-0.01, -0.07, 0.04], [-0.05, -0.09, -0.01], [-0.06, -0.09, -0.12], [0.13, 0.08, -0.20], [-0.09, 0.22, 0.08], [0.04, 0.01, -0.01], [-0.01, 0.03, 0.04], [0.08, 0.09, -0.05], [-0.01, -0.18, -0.07], [-0.04, 0.05, -0.02], [-0.02, -0.03, -0.02], [-0.04, 0.05, -0.07]]
}



{
  "formula": "C18H44IN2O2S",
  "method": "ωB97M-V/def2-TZVPD",
  "max_force_ha_per_bohr": 0.01640,
  "relative_energy_ev": 0.1618,
  "total_charge": 1,
  "species": ["C", "C", "O", "C", "S", "I", "C", "C", "C", "O", "H", "H", "H", "H", "H", "H", "H", "H", "H", "H", "H", "H", "H", "H", "C", "C", "N", "C", "C", "C", "C", "H", "H", "H", "H", "H", "H", "H", "H", "H", "H", "H", "H", "H", "H", "H", "C", "C", "N", "C", "C", "C", "C", "H", "H", "H", "H", "H", "H", "H", "H", "H", "H", "H", "H", "H", "H", "H"],
  "positions_angstrom": [[0.395, -5.146, 0.279], [0.302, -3.978, -0.675], [-0.967, -3.293, -0.672], [-1.233, -2.552, 0.453], [-2.918, -2.820, 1.154], [-2.672, -4.298, 3.036], [-3.871, -3.729, -0.085], [-3.368, -5.121, -0.520], [-4.097, -6.254, 0.193], [-3.668, -5.249, -1.894], [1.423, -5.465, 0.356], [0.094, -4.872, 1.284], [-0.218, -5.974, -0.039], [0.421, -4.350, -1.678], [1.098, -3.277, -0.446], [-1.222, -1.494, 0.200], [-0.534, -2.702, 1.267], [-3.948, -3.080, -0.951], [-4.857, -3.811, 0.352], [-2.310, -5.244, -0.334], [-5.127, -5.994, 0.403], [-3.568, -6.547, 1.087], [-4.093, -7.091, -0.490], [-3.028, -4.749, -2.425], [5.999, 1.666, 0.150], [4.621, 1.436, -0.452], [4.163, 0.062, -0.328], [2.996, -0.229, -1.134], [1.684, 0.491, -0.795], [4.160, -0.481, 1.018], [3.326, 0.239, 2.088], [6.729, 0.979, -0.278], [6.325, 2.684, -0.061], [6.001, 1.544, 1.234], [4.672, 1.670, -1.518], [3.916, 2.158, -0.009], [2.827, -1.311, -1.112], [3.251, 0.000, -2.173], [1.221, 0.089, 0.108], [0.969, 0.357, -1.612], [1.822, 1.563, -0.660], [5.193, -0.524, 1.366], [3.845, -1.527, 0.959], [3.452, 1.321, 2.048], [3.642, -0.087, 3.081], [2.262, 0.018, 2.002], [-2.487, 6.499, -0.975], [-2.678, 5.168, -0.263], [-1.922, 4.084, -0.865], [-2.306, 2.773, -0.381], [-2.050, 2.433, 1.094], [-0.496, 4.312, -1.009], [0.319, 4.617, 0.256], [-2.724, 6.409, -2.035], [-3.152, 7.245, -0.539], [-1.469, 6.876, -0.877], [-3.737, 4.901, -0.319], [-2.447, 5.302, 0.806], [-1.813, 2.022, -1.008], [-3.377, 2.657, -0.577], [-0.995, 2.246, 1.294], [-2.596, 1.523, 1.361], [-2.392, 3.221, 1.763], [-0.351, 5.135, -1.712], [-0.062, 3.443, -1.511], [-0.180, 5.341, 0.902], [1.284, 5.044, -0.023], [0.523, 3.721, 0.841]],
  "forces_ev_per_angstrom": [[-0.36, 0.29, 0.15], [0.26, -0.41, 0.40], [-0.22, -0.17, 0.07], [0.51, 0.01, -0.67], [-0.30, 0.00, 0.54], [0.02, 0.23, -0.44], [0.44, -0.44, 0.11], [-0.41, -0.36, -0.01], [0.21, 0.27, -0.41], [0.28, 0.18, -0.30], [0.32, -0.19, -0.11], [-0.09, 0.10, 0.32], [-0.13, -0.34, -0.11], [0.03, 0.19, -0.45], [0.08, 0.37, -0.15], [-0.34, 0.32, 0.04], [0.09, -0.14, 0.33], [0.18, 0.36, -0.06], [-0.30, 0.16, 0.19], [0.29, 0.21, -0.06], [-0.24, -0.05, 0.16], [-0.08, -0.04, 0.35], [-0.03, -0.32, -0.08], [-0.19, -0.16, 0.19], [-0.02, 0.02, 0.01], [0.10, 0.10, 0.07], [-0.10, -0.08, -0.05], [-0.02, -0.03, -0.15], [-0.19, -0.13, -0.05], [0.10, -0.04, 0.19], [-0.02, -0.10, 0.04], [-0.01, -0.04, 0.01], [0.00, 0.01, 0.00], [0.01, 0.00, 0.00], [-0.09, -0.04, -0.03], [0.01, 0.02, -0.01], [0.03, -0.01, 0.07], [0.04, 0.07, 0.02], [0.04, 0.07, 0.07], [0.03, 0.01, -0.02], [0.02, 0.01, 0.03], [0.01, 0.06, -0.03], [-0.05, 0.01, -0.09], [0.01, 0.01, -0.03], [0.01, -0.01, -0.01], [-0.02, 0.08, -0.04], [0.00, 0.01, 0.03], [0.00, 0.14, 0.02], [-0.01, -0.16, 0.02], [-0.13, -0.11, -0.07], [0.06, -0.11, -0.01], [0.26, 0.11, -0.07], [0.07, -0.06, -0.04], [0.03, -0.03, -0.01], [-0.01, 0.00, 0.00], [0.00, 0.00, -0.01], [0.01, -0.09, 0.03], [-0.02, 0.01, 0.00], [0.07, 0.04, -0.01], [-0.01, 0.08, 0.03], [0.02, 0.07, 0.02], [-0.03, 0.01, -0.01], [0.00, 0.02, 0.00], [-0.10, 0.04, 0.03], [-0.09, -0.07, 0.03], [-0.02, 0.01, -0.01], [-0.01, 0.00, -0.02], [-0.06, 0.01, 0.06]]
}